1.
# C31H43F2N10O4Rb

A structure of composition C31H43F2N10O4Rb (wB97M-V/def2-TZVPD, OMol25).

XYZ file:
```
91
Properties=species:S:1:pos:R:3:forces:R:3
Rb 0.455079 0.494165 -0.124701 0.2 -0.4 -0.3
F -4.946910 3.496177 0.054165 0.0 0.0 0.0
F -5.587964 -0.805617 1.738188 0.0 0.0 0.0
O 1.604472 2.717176 3.414010 0.0 0.0 0.3
O 0.183003 -2.351263 0.069988 0.1 -0.1 0.2
O 1.833829 0.762658 2.355490 0.3 0.2 -0.1
O 0.141777 0.438889 -3.014906 -0.1 0.1 0.1
N 1.629844 -1.254665 -3.271428 -0.2 0.2 -0.4
N -1.113436 -4.124545 -0.476225 0.0 0.0 0.1
N -2.241535 4.090435 4.898612 0.0 0.1 0.1
N -1.076898 1.326912 -6.322490 0.0 0.0 0.0
N 1.901110 -1.890066 -6.733594 0.0 0.0 0.0
N 1.217639 -4.351485 -0.276313 -0.1 0.1 0.1
N -0.875394 3.140941 0.095527 0.0 0.1 0.2
N 0.047239 3.582425 5.127703 0.0 0.1 0.1
N -0.437535 -0.326016 3.361330 0.1 -0.1 -0.1
N -0.742992 4.365246 3.153264 0.1 0.2 0.3
C -2.122324 3.426823 0.493370 0.0 0.0 -0.1
C 5.328606 1.246008 -0.485193 0.1 -0.1 0.0
C 0.955052 1.692979 6.327057 0.0 0.0 0.1
C -2.453755 1.083552 1.358015 0.0 0.2 0.1
C -0.018490 4.129147 -0.130246 0.0 0.0 -0.1
C -3.009126 2.281206 0.834775 -0.1 -0.1 -0.1
C -1.251184 -5.467883 -0.983310 0.0 0.0 -0.1
C -0.970649 3.991074 4.418662 0.0 0.0 -0.2
C -0.038227 2.856886 6.379663 0.0 0.0 0.0
C 1.296503 -1.167410 -6.054511 0.0 0.1 -0.1
C 0.115498 -3.537838 -0.215111 -0.2 0.1 -0.2
C 0.755888 -0.313276 -3.781115 0.3 -0.4 0.0
C -0.328949 0.609169 -5.805084 0.0 -0.1 -0.1
C 3.541001 1.395370 -2.248958 0.0 -0.3 0.0
C -5.276334 1.364569 0.906001 0.0 0.0 0.0
C -2.270538 -3.265774 -0.605807 0.0 0.1 0.0
C -0.339377 5.473955 -0.011146 0.0 0.0 0.0
C -4.383459 2.374735 0.616869 -0.1 0.0 0.0
C -1.637552 5.787528 0.354568 0.0 0.1 0.0
C 0.490351 0.536496 5.439191 0.1 0.0 0.0
C 1.171621 -5.734420 -0.690687 0.0 0.0 -0.1
C 2.540930 -3.755584 -0.210923 0.0 0.1 -0.2
C 0.111549 0.863584 3.987030 -0.1 0.0 -0.1
C -4.727280 0.212339 1.432258 0.0 0.0 0.0
C 3.898654 0.838795 -0.871812 -0.1 0.0 0.0
C -0.176150 -6.351896 -0.387425 0.0 0.0 0.0
C 0.587890 -0.287806 -5.220473 -0.1 0.0 0.2
C -2.534005 4.765245 0.613860 0.0 0.0 -0.1
C 1.289330 1.477526 3.176407 -0.3 -0.2 0.2
C 3.576957 -0.652515 -0.847926 0.1 0.0 0.1
C -3.375055 0.062482 1.647507 -0.1 0.0 0.0
H 3.243838 1.336443 -0.135899 0.0 0.0 0.0
H 3.090255 -4.138369 0.654483 0.0 0.0 0.0
H -1.046580 2.455940 6.553396 0.0 0.0 0.0
H 1.114470 1.317464 7.342109 0.0 0.0 0.0
H -2.444583 3.601221 5.751819 0.0 0.0 0.0
H -1.191996 -5.489864 -2.082445 0.0 0.0 0.0
H 2.309342 -1.616645 -3.923667 0.0 -0.1 0.0
H -0.231052 -7.361021 -0.800946 0.0 0.0 0.0
H 4.245122 1.023315 -3.003417 0.1 0.0 0.0
H 3.525824 2.489181 -2.307887 0.0 0.0 0.0
H -3.111678 -3.681861 -0.043886 0.0 0.0 0.0
H 1.918021 2.085981 5.990352 0.0 0.0 0.0
H -6.331725 1.465861 0.700681 0.0 0.0 0.0
H 0.194647 3.526530 7.213585 0.0 0.0 0.0
H 1.259670 -0.241898 5.426702 0.0 0.0 0.0
H -1.495377 4.536449 2.506121 -0.1 0.0 0.1
H -2.985061 4.086570 4.220157 0.0 -0.1 -0.1
H 4.239426 -1.165225 -1.580042 0.0 0.0 0.0
H 0.977725 3.830888 -0.444941 0.0 0.0 0.0
H 5.576788 0.865458 0.508688 0.0 0.0 0.0
H 0.331363 -0.861439 2.963309 0.0 0.0 0.1
H -0.991437 -0.004881 2.556541 0.0 0.0 0.1
H 5.473697 2.336802 -0.483934 0.0 0.0 0.0
H 0.141518 4.074075 2.751669 0.0 -0.1 0.0
H 0.401984 6.233960 -0.216512 0.0 0.0 0.0
H -2.569444 -3.157917 -1.654422 0.0 0.0 0.0
H 1.386883 -5.817508 -1.766739 0.0 0.0 0.0
H 1.972325 -6.268358 -0.170114 0.0 0.0 0.0
H -0.702751 1.592898 3.993385 0.0 -0.1 0.0
H -1.951628 6.820805 0.449831 0.0 0.0 0.0
H -2.247516 -5.830437 -0.713703 0.0 0.0 0.0
H 2.574443 0.962748 -2.506273 -0.1 0.5 -0.2
H 6.040860 0.806791 -1.193839 0.0 0.0 0.0
H -2.034230 -2.281262 -0.214955 0.0 0.0 0.0
H 3.857215 -1.053959 0.145414 0.0 0.0 0.0
H -3.046680 -0.892437 2.055231 0.0 0.0 0.0
H 0.902937 3.204601 4.396571 0.1 0.0 -0.3
H 2.051884 -1.027341 -2.359294 0.1 -0.1 0.4
H -3.548162 4.990106 0.908090 0.0 0.0 0.0
H -0.320753 -6.415563 0.694005 0.0 0.0 0.0
H -0.396592 0.073759 5.882955 0.0 0.0 0.0
H 2.480748 -2.664998 -0.189932 0.0 0.0 0.1
H 3.098587 -4.011920 -1.118529 0.0 0.0 0.0
```
Positions in Å, forces in eV/Å.

HOMO (Ha): -0.0088
Energy above the lowest of the compared OMol25 structures with the same formula, charge and spin (kJ/mol): 53.9
Total charge: -2
Max |F| (eV/Å): 0.57
Kohn-Sham gap (Eh): 0.134

***

2.
# C31H44AsCuN2O2S4Sb

A structure of composition C31H44AsCuN2O2S4Sb (wB97M-V/def2-TZVPD, OMol25).

XYZ file:
```
86
Properties=species:S:1:pos:R:3:forces:R:3
Sb -0.676484 -2.116920 1.953256 0.5 -0.4 0.6
As -0.949120 2.009217 1.492240 -0.2 0.2 0.2
Cu 0.729685 0.121685 -0.276268 0.2 -0.2 0.0
S 2.885214 2.144935 -3.365966 -0.1 0.0 0.1
S 0.585865 0.729978 -5.345149 0.0 -0.1 0.1
S -0.183398 4.128460 -3.938538 -0.1 0.0 0.0
S 2.765839 -0.959164 -0.881894 0.0 0.1 0.0
O -0.439741 1.151451 -1.478025 0.0 0.0 -0.3
O 1.654519 0.136525 1.565130 0.4 0.2 0.2
N 2.930313 0.425399 1.396101 0.1 -0.1 -0.1
N -2.323521 -0.342584 -0.863402 -0.4 -0.2 0.2
C 0.140755 1.588473 -2.651977 -0.1 0.0 -0.3
C 0.682405 -2.042626 3.691372 -0.2 0.1 0.0
C 0.135707 -0.887772 -3.429313 0.1 -0.1 0.0
C 3.153421 3.315627 -1.117240 -0.1 0.0 0.0
C 1.510837 2.198524 -2.331997 0.0 0.0 -0.1
C -3.259088 -3.859525 2.127636 0.1 0.0 0.0
C -2.808321 -1.111654 -0.138743 -0.4 0.0 -0.3
C 3.542994 1.182109 2.330535 0.0 0.0 0.1
C 5.586798 1.096042 1.117234 0.0 -0.1 -0.1
C -2.278652 -3.144880 3.057169 -0.2 0.2 -0.1
C 3.596059 -0.028696 0.280747 0.0 -0.1 0.0
C 0.323750 -1.689523 -4.593927 0.0 0.0 0.1
C 4.955147 0.333796 0.168016 0.0 -0.1 0.1
C -0.394097 -4.168222 -0.283078 0.0 0.0 0.1
C 4.862691 1.532058 2.230143 0.0 0.1 0.0
C 0.585015 -3.225480 4.648817 0.1 0.1 -0.1
C 3.848293 3.009362 -2.246103 0.0 0.0 -0.1
C 1.810413 2.851207 -1.172817 0.1 0.1 0.1
C 0.271540 0.442461 -3.667351 0.0 0.2 -0.1
C -2.120288 2.555234 -3.433913 0.0 0.1 0.0
C -3.020646 -2.131977 3.930093 0.1 -0.1 0.0
C -2.442227 1.592961 2.707287 0.0 -0.1 0.1
C 0.578747 -0.947751 -5.702615 0.1 0.1 0.0
C -0.770484 2.651968 -3.284274 0.1 0.0 0.1
C -1.946072 3.315144 0.412498 0.0 0.0 0.0
C -0.106787 3.349500 2.675736 0.0 0.0 0.1
C 0.117843 -4.000204 1.150514 0.0 0.1 -0.1
C -1.754338 4.619039 -4.417359 0.1 0.1 0.0
C -2.688946 3.689084 -4.080018 0.0 -0.1 0.0
C 0.493377 -0.717482 4.436204 0.0 -0.1 -0.1
C 1.642868 -4.050592 1.171055 -0.1 -0.1 0.1
H 1.285237 -0.567281 5.181753 0.0 0.0 0.0
H -2.979280 2.497648 3.000878 0.0 0.0 0.0
H 3.572925 3.851102 -0.275674 0.0 0.0 0.0
H -0.463749 -0.691963 4.965588 0.0 0.0 0.0
H -2.720159 2.787789 -0.146425 0.0 0.0 0.0
H -1.600078 0.342342 -1.300054 0.3 0.3 -0.2
H -2.746789 -4.547292 1.450067 -0.1 0.0 0.0
H 0.634873 -4.183012 4.122955 0.0 0.0 0.1
H 1.997925 -5.001921 0.753656 0.0 0.0 0.0
H -0.283122 -4.800864 1.780782 -0.1 0.0 0.0
H -0.861189 3.984890 3.145117 0.0 0.0 0.0
H -2.408171 4.080043 1.040942 0.0 0.0 0.0
H 1.402108 -3.197099 5.380976 0.0 0.0 0.0
H 2.905598 1.474760 3.151788 -0.1 0.0 0.0
H -3.128646 0.912176 2.201526 0.0 0.0 0.0
H -3.829834 -2.610710 4.496299 0.0 0.0 0.0
H 0.578789 3.977411 2.104083 0.0 0.0 0.0
H 0.515787 0.118137 3.734407 0.1 0.0 0.0
H 6.630464 1.360189 1.001730 0.0 0.0 0.0
H -2.681287 1.695958 -3.091081 0.0 0.0 0.0
H 2.043705 -3.961536 2.183301 0.0 0.0 0.0
H -0.076965 -1.289006 -2.447609 0.0 0.0 0.0
H -2.354380 -1.648642 4.648059 0.0 0.0 0.0
H 5.310087 2.142125 3.001964 0.0 0.0 0.0
H 5.471000 -0.030388 -0.709284 0.0 0.1 0.0
H -2.067264 1.092961 3.602543 0.0 0.0 0.0
H -1.478642 -4.059002 -0.354514 0.0 0.0 0.0
H -3.979930 -4.446262 2.711326 0.0 0.0 0.0
H 1.670620 -2.028255 3.226194 0.0 0.0 0.0
H -1.282346 3.787767 -0.312145 0.0 0.0 0.0
H -1.898502 5.573965 -4.899185 0.0 -0.1 0.0
H 2.064254 -3.244653 0.566772 0.0 0.0 0.0
H -3.812333 -3.139194 1.522922 0.0 0.0 0.0
H 4.874924 3.236639 -2.491417 0.0 0.0 0.1
H -1.796634 -3.890170 3.694454 0.1 0.0 0.0
H 0.283434 -2.770715 -4.587008 0.0 0.0 0.0
H -0.125051 -5.154114 -0.681645 0.0 0.0 0.0
H -0.353672 -3.197910 5.209347 0.0 0.0 0.0
H -3.747104 3.799814 -4.277453 0.0 0.0 0.0
H 0.061046 -3.411201 -0.929656 0.0 0.0 0.0
H 0.463124 2.844022 3.457913 0.0 0.0 0.0
H 1.088490 2.973697 -0.377395 0.0 0.0 0.0
H 0.777312 -1.283166 -6.709165 0.0 0.0 0.0
H -3.464757 -1.348968 3.308148 0.0 0.0 0.0
```
Positions in Å, forces in eV/Å.

HOMO (Ha): -0.1565
Energy above the lowest of the compared OMol25 structures with the same formula, charge and spin (kJ/mol): 0.0
Total charge: -1
Max |F| (eV/Å): 0.83
Kohn-Sham gap (Eh): 0.244

***

> Which value of energy above the lowest of the compared OMol25 structures with the same formula, charge and spin does entry 1 give?

53.9 kJ/mol